23
Properties=species:S:1:pos:R:3:forces:R:3:lowdin_charge:R:1 method="wB97M-V/def2-TZVPD" largest_force_ev_per_a=5.88 s_squared=2.020 total_charge=0 e_homo_ha="-0.195 / -0.350" multiplicity=3
C -0.049687 -1.327588 1.624290 0.00 -2.64 0.39 -0.16
C 0.636700 -0.532325 0.814352 0.03 2.77 -2.97 -0.13
C -1.754039 0.614272 -0.367582 -1.86 -2.30 0.26 -0.06
C 0.252514 -2.853200 1.752873 0.44 0.30 -1.50 -0.10
C 1.142193 1.471367 -0.678316 -1.45 -0.17 -0.88 -0.11
C 0.680188 1.217542 -2.124583 1.96 -1.82 -0.54 -0.32
C 0.272353 0.871539 0.451411 5.48 -1.16 1.77 -0.38
N -2.100361 -0.562215 -0.504804 -0.98 0.94 0.15 0.10
O -0.350775 1.979409 -2.597233 -1.55 1.20 0.70 -0.05
O 0.116892 1.698890 1.536844 -0.83 0.05 -0.38 0.04
H -0.943647 -0.974831 2.133977 0.16 0.08 -0.07 0.10
H 1.428903 -0.784899 0.072031 -0.57 -0.99 0.98 0.12
H -2.199528 1.457020 -0.804171 -0.98 1.75 -0.52 0.07
H -0.409313 -3.605329 1.190013 0.55 1.55 0.53 0.09
H 0.177844 -3.117934 2.772677 -0.08 -0.45 1.24 0.03
H 1.304320 -3.097021 1.435326 -0.96 0.42 0.21 0.08
H 1.380273 2.506258 -0.577852 -0.26 0.95 0.48 0.11
H 2.080907 0.984586 -0.656390 1.19 -0.73 0.36 0.09
H 0.435016 0.159352 -2.215496 -0.29 -0.48 0.27 0.11
H 1.485935 1.287625 -2.881939 0.09 0.44 0.73 0.13
H -3.073592 -0.601631 -0.880521 0.65 -0.54 -0.35 0.09
H -0.887660 2.054114 -1.794348 -0.35 0.59 -0.84 0.04
H 0.374563 1.155001 2.299442 -0.39 0.24 -0.01 0.11

25
Properties=species:S:1:pos:R:3:forces:R:3:lowdin_charge:R:1 method="wB97M-V/def2-TZVPD" largest_force_ev_per_a=3.55 total_charge=0 e_homo_ha=-0.349
C 0.992914 1.102502 2.190813 0.11 -2.59 1.95 -0.09
S 1.826650 -0.124168 1.041958 -0.17 0.62 0.48 0.78
O 3.150749 -0.371636 1.542043 -0.27 0.56 -0.96 -0.29
N 0.994674 -1.328849 0.676716 2.40 1.09 -0.29 -0.21
C -0.294508 -1.475061 1.192170 -1.95 0.03 1.34 -0.34
C -1.284238 -0.511530 0.477263 2.52 -1.11 -2.24 -0.15
C -1.334611 -1.027426 -1.016963 -1.28 1.47 1.10 -0.20
C -1.187635 0.182722 -1.941635 -0.90 -1.36 -2.56 -0.23
C 0.273347 0.535760 -2.197771 1.67 0.27 0.66 -0.09
C 0.830354 1.329564 -0.942614 -0.04 -1.66 -2.38 -0.52
O 0.318124 2.338339 -0.610750 -0.19 1.23 0.93 0.13
O 1.997444 0.846165 -0.369802 0.13 -0.61 1.31 -0.15
H 0.076701 0.478843 2.612528 1.93 1.83 -0.76 0.09
H 1.723592 1.380280 3.031496 -0.97 -0.78 -1.36 0.10
H 0.736569 1.984036 1.665569 -0.54 0.64 -0.66 0.02
H -0.338852 -1.219121 2.251015 0.08 -0.18 0.41 0.08
H -0.502822 -2.583812 1.219946 -0.49 1.18 -0.63 0.14
H -0.832195 0.559453 0.379427 -1.30 -1.96 1.12 0.11
H -2.227119 -0.625875 0.912051 -1.56 0.64 0.79 0.09
H -2.312495 -1.495734 -1.224806 0.50 -0.04 0.21 0.11
H -0.538085 -1.738228 -1.105877 0.32 -0.42 -0.61 0.09
H -1.714849 -0.170245 -2.966121 1.19 1.43 2.08 0.15
H -1.659287 1.062175 -1.481741 -0.37 -0.28 -0.58 0.11
H 0.879207 -0.422931 -2.287300 -0.58 1.41 -0.37 0.13
H 0.426369 1.294780 -3.047616 -0.23 -1.42 1.03 0.15

28
Properties=species:S:1:pos:R:3:forces:R:3:lowdin_charge:R:1 method="wB97M-V/def2-TZVPD" largest_force_ev_per_a=3.27 total_charge=-1 e_homo_ha=-0.165
C 2.763998 -1.923829 -0.235304 0.18 -0.38 -0.34 -0.11
N 2.633893 -0.752096 0.598098 0.41 0.97 -0.71 -0.36
C 1.498242 -0.732781 1.443990 -3.14 -0.34 -0.83 -0.17
P -0.456661 -1.130591 0.333398 2.41 -0.22 1.25 0.47
O -1.132086 -2.259648 1.025626 -0.14 0.09 0.53 -0.38
O -0.253802 -1.231597 -1.148306 0.24 0.40 0.01 -0.38
C -1.487894 0.413975 0.595351 0.22 -0.62 -0.21 -0.42
O -1.200971 1.468815 1.110297 0.10 0.29 0.18 0.03
C -2.781561 0.105838 -0.039136 -0.77 0.07 -0.28 -0.27
C -4.046605 0.779980 0.431450 -0.03 0.02 0.20 -0.11
C -3.460718 1.168035 -0.875957 0.05 -0.03 -0.14 -0.10
S 2.942499 0.715817 -0.113204 0.73 0.46 -0.24 0.60
C 1.460341 1.290555 -0.970065 0.62 -0.36 0.48 -0.12
O 3.239567 1.648410 0.940960 -0.44 0.04 0.24 -0.32
O 3.992886 0.521268 -1.085639 -0.33 -0.32 -0.19 -0.34
H 3.196382 -2.733300 0.355226 0.06 -0.01 0.03 0.09
H 1.794491 -2.241440 -0.618613 0.00 -0.01 -0.11 0.06
H 3.432229 -1.673061 -1.055522 0.02 -0.25 -0.02 0.07
H 1.518116 -1.550059 2.161165 0.00 -0.02 0.01 0.07
H 1.409895 0.231434 1.931251 -0.09 0.00 0.21 0.06
H -2.835558 -0.919539 -0.383921 -0.24 0.11 -0.03 0.12
H -3.942017 1.466480 1.259265 0.10 0.08 0.01 0.10
H -4.953175 0.192619 0.449957 0.01 -0.09 -0.06 0.09
H -3.943277 0.836739 -1.784358 -0.02 -0.06 0.00 0.10
H -2.960956 2.121127 -0.955739 0.09 0.09 0.11 0.10
H 0.936359 0.424506 -1.360246 -0.10 -0.12 -0.16 0.03
H 0.850401 1.814183 -0.245599 -0.14 0.06 0.11 0.05
H 1.785977 1.948160 -1.764422 0.21 0.15 -0.07 0.06

22
Properties=species:S:1:pos:R:3:forces:R:3:lowdin_charge:R:1 method="wB97M-V/def2-TZVPD" largest_force_ev_per_a=5.71 total_charge=+1 e_homo_ha=-0.509
C -1.523836 0.056617 0.066866 -0.18 0.04 0.64 -0.30
C 0.425102 0.403614 0.929061 2.34 4.25 -0.82 -0.06
C 0.570524 -0.792022 0.022207 0.32 -1.01 1.87 -0.43
C -2.902524 0.428519 -0.375940 1.37 1.24 -0.15 0.10
C 0.809916 2.298614 0.060047 2.75 -4.72 -1.65 0.10
C 1.696966 -0.606344 -0.960952 -1.21 -1.18 -4.21 -0.01
C 0.660160 -2.168684 0.782244 1.89 2.70 -1.14 0.04
O -0.811066 -0.815759 -0.550254 -0.13 1.40 -0.59 0.16
O -0.945723 0.654875 1.090179 -1.90 -1.35 -1.24 0.10
H 1.022370 0.435917 1.877092 -0.91 -0.11 -0.92 0.17
H -2.743710 1.241888 -1.198448 -0.46 -1.03 1.73 0.17
H -3.476271 0.712024 0.518199 0.12 0.42 -0.63 0.12
H -3.362034 -0.388341 -0.870163 -0.38 -0.89 -0.43 0.09
H 0.399154 2.915019 0.749363 -0.20 1.75 2.98 -0.01
H 0.227745 2.587318 -0.813336 -0.06 -1.14 -0.59 0.04
H 1.945482 2.235090 -0.198539 -2.27 0.65 0.96 0.09
H 2.708202 -0.689603 -0.608332 0.16 0.24 0.84 0.10
H 1.573099 0.279375 -1.642025 0.14 -0.41 1.21 0.10
H 1.660877 -1.433633 -1.779015 -0.11 0.89 1.57 0.14
H 1.587311 -2.094178 1.351350 0.34 -0.76 -0.49 0.11
H 0.531799 -2.921974 0.055941 0.66 -1.11 -0.76 0.09
H -0.053548 -2.338333 1.494453 -2.30 0.13 1.80 0.06

24
Properties=species:S:1:pos:R:3:forces:R:3:lowdin_charge:R:1 method="wB97M-V/def2-TZVPD" largest_force_ev_per_a=6.19 total_charge=+1 e_homo_ha=-0.526
C 0.954989 0.364463 -0.163564 1.03 1.68 -0.36 -0.25
C 2.387029 0.918148 -0.059932 -0.68 -0.99 -0.52 -0.02
C 2.212257 2.433273 -0.141295 -0.28 1.16 -0.56 -0.11
C 0.664347 2.586980 -0.099088 1.38 6.03 -0.10 -0.18
C -0.655951 -3.518320 0.231545 1.11 -0.90 -0.10 0.00
C -2.679088 -0.212464 0.665993 1.75 2.73 -3.81 0.00
C -0.844403 -1.261261 -0.452105 -1.92 2.48 -2.98 -0.42
O 0.135285 1.365429 -0.102130 -2.87 -4.86 -0.18 0.07
O -0.890006 -2.524635 -0.753192 0.64 0.96 -1.38 -0.04
O -1.407926 -0.840875 0.668737 0.65 -0.67 1.00 -0.07
O 0.619079 -0.835173 -0.357518 0.48 0.49 0.44 0.19
H 2.740832 0.557861 0.909800 0.40 0.05 -0.21 0.15
H 2.945208 0.490533 -0.891959 0.31 -0.14 0.30 0.14
H 2.676621 2.956932 0.731107 -0.31 -0.47 -0.95 0.13
H 2.504990 2.951133 -1.104898 0.41 -1.08 1.19 0.14
H 0.454001 3.127769 0.888132 -0.51 -0.73 -1.58 0.16
H 0.234389 3.206120 -1.050754 0.92 -1.49 2.53 0.20
H -0.602411 -4.415926 -0.362263 0.69 -0.35 -0.21 0.10
H -1.597854 -3.669858 0.687268 -0.53 0.20 1.74 0.09
H 0.307473 -3.383422 0.824632 -1.65 0.03 -0.53 0.14
H -2.478319 0.618106 -0.182677 -1.30 -1.54 1.76 0.13
H -2.829337 0.278367 1.577007 -0.07 0.43 1.42 0.08
H -3.471175 -0.852010 0.395669 -0.83 -0.86 -0.30 0.09
H -1.380029 -0.341171 -1.858516 1.17 -2.17 3.40 0.29

21
Properties=species:S:1:pos:R:3:forces:R:3:lowdin_charge:R:1 method="wB97M-V/def2-TZVPD" largest_force_ev_per_a=0.59 total_charge=0 e_homo_ha=-0.292
C 2.242125 -0.536286 -0.070328 -0.09 0.07 -0.08 -0.14
C 0.912052 -1.009154 -0.709794 -0.03 -0.27 -0.29 -0.24
C -0.137963 0.530015 0.970994 -0.32 0.45 0.19 -0.03
C 0.478756 1.836755 0.628887 0.03 0.08 0.08 -0.15
C -0.425462 -0.214161 -1.017059 0.39 -0.14 -0.08 -0.16
C -1.333643 0.291743 0.173149 0.11 0.04 0.25 -0.44
C -2.322404 -0.752431 0.690189 0.05 -0.04 0.00 -0.08
H 2.984568 -1.322917 -0.265250 -0.19 0.14 0.00 0.07
H 2.645246 0.383699 -0.507317 -0.16 -0.11 -0.03 0.06
H 2.182191 -0.406151 1.014765 -0.15 0.01 -0.27 0.06
H 1.190580 -1.321036 -1.718235 0.03 -0.30 -0.04 0.10
H 0.613566 -1.905663 -0.157210 0.02 0.03 -0.16 0.10
H 1.570714 1.844442 0.683323 -0.23 0.05 0.13 0.06
H 0.118228 2.427717 1.482736 0.03 0.14 0.06 0.10
H 0.147734 2.346831 -0.292933 -0.04 -0.11 0.15 0.08
H -0.257163 0.624531 -1.702655 0.16 -0.20 0.22 0.11
H -1.018128 -0.964141 -1.551808 -0.02 0.18 0.08 0.12
H -1.864706 1.205882 -0.146489 0.15 -0.17 -0.14 0.14
H -2.696170 -0.466793 1.679317 0.06 -0.01 -0.15 0.07
H -1.842656 -1.730833 0.792921 -0.01 0.13 0.01 0.08
H -3.187456 -0.862041 0.022800 0.21 0.05 0.05 0.08

21
Properties=species:S:1:pos:R:3:forces:R:3:lowdin_charge:R:1 method="wB97M-V/def2-TZVPD" largest_force_ev_per_a=0.29 total_charge=0 e_homo_ha=-0.332
C -0.285517 -1.354599 -0.457256 -0.18 0.02 -0.11 0.01
C -1.272427 -0.462149 -0.496939 0.04 -0.24 -0.13 -0.44
C -1.179525 0.802647 -1.314726 0.03 0.02 -0.06 -0.08
C -2.584170 -0.712026 0.195528 -0.08 -0.02 0.05 -0.08
H -0.360003 -2.260010 0.141179 -0.06 0.09 -0.12 0.07
H 0.637935 -1.207686 -1.004689 -0.14 0.00 0.07 0.06
H -1.677760 0.669885 -2.281931 -0.01 0.04 0.10 0.08
H -1.672533 1.643123 -0.809589 0.09 -0.16 -0.05 0.08
H -0.140217 1.086676 -1.509037 -0.17 -0.13 -0.01 0.07
H -2.958633 0.176434 0.718042 0.11 -0.10 -0.07 0.08
H -3.336855 -0.984534 -0.554550 0.00 0.06 0.13 0.08
H -2.508093 -1.534417 0.913219 -0.02 0.10 -0.13 0.07
C 2.951376 -0.162395 0.032282 -0.04 0.01 0.13 -0.03
C 2.004727 -0.036487 0.956190 0.28 0.09 0.00 -0.27
C 1.122801 1.164641 1.097832 -0.01 0.10 0.00 -0.12
H 3.616722 -1.019279 0.009308 -0.13 0.02 -0.06 0.05
H 3.087236 0.592120 -0.740969 0.05 -0.04 0.17 0.06
H 1.858868 -0.833634 1.686856 0.10 0.14 -0.08 0.10
H 0.067720 0.880163 1.158744 0.21 0.06 0.07 0.06
H 1.247369 1.843528 0.247424 0.01 -0.06 0.17 0.07
H 1.380972 1.708003 2.013073 -0.05 -0.02 -0.07 0.08

21
Properties=species:S:1:pos:R:3:forces:R:3:lowdin_charge:R:1 method="wB97M-V/def2-TZVPD" largest_force_ev_per_a=2.92 total_charge=0 e_homo_ha=-0.344
C -1.895307 -0.025644 -0.313927 0.33 -0.88 0.93 -0.05
C -0.604049 -0.499954 0.519690 -1.26 0.63 -0.82 -0.33
C -0.651076 0.113354 1.922345 0.00 0.05 -0.14 -0.08
C 0.600798 -0.134792 -0.333023 -0.57 -1.10 0.44 -0.59
C 0.854769 -1.092599 -1.485252 -0.03 -0.12 0.03 -0.03
C 0.699400 1.278315 -0.652630 2.84 0.25 0.60 -0.04
C 1.829538 0.441612 0.274121 -0.81 1.17 -1.10 -0.02
H -2.047761 1.045406 -0.532581 0.76 -0.30 0.35 0.08
H -1.972272 -0.556177 -1.265595 0.04 -0.02 0.11 0.06
H -2.742394 -0.307509 0.303031 -0.41 -0.16 -0.10 0.06
H -0.633205 -1.598795 0.635660 -0.19 0.35 -0.16 0.14
H -1.603385 -0.125170 2.404390 0.06 0.00 -0.08 0.08
H -0.571326 1.204725 1.893555 0.00 -0.07 -0.03 0.08
H 0.141399 -0.263376 2.570693 0.04 -0.02 -0.09 0.08
H 1.688614 -0.761370 -2.110807 -0.06 0.06 0.12 0.08
H -0.019662 -1.193813 -2.133023 0.02 0.04 0.07 0.08
H 1.103363 -2.086370 -1.101637 -0.01 0.05 -0.01 0.09
H 0.966611 1.589388 -1.651276 0.21 -0.10 -0.08 0.09
H 0.207172 2.051105 -0.089378 -0.30 -0.13 0.26 0.09
H 2.806868 0.110604 -0.085744 -0.42 0.39 -0.30 0.09
H 1.849387 0.766293 1.304680 -0.25 -0.07 0.00 0.07

21
Properties=species:S:1:pos:R:3:forces:R:3:lowdin_charge:R:1 method="wB97M-V/def2-TZVPD" largest_force_ev_per_a=0.36 total_charge=0 e_homo_ha=-0.329
C -0.528531 1.702029 0.450623 0.00 0.08 0.00 -0.05
C -0.553509 0.221664 0.058045 0.00 0.02 -0.02 -0.58
C -1.438217 0.005456 -1.182141 -0.14 -0.01 -0.10 -0.05
C -1.085205 -0.626479 1.220474 0.01 -0.04 0.04 -0.05
C 0.786015 -0.219048 -0.428711 0.17 0.09 -0.27 -0.28
C 1.817941 0.005635 -1.176704 -0.24 0.11 0.06 -0.01
C 1.586039 -1.429910 -0.802863 0.04 -0.36 0.02 -0.11
H 0.088698 1.867145 1.340763 -0.07 -0.06 -0.15 0.07
H -0.127225 2.318235 -0.360701 -0.06 -0.08 0.07 0.09
H -1.543392 2.050286 0.675570 0.12 -0.05 -0.04 0.09
H -2.467827 0.328425 -0.999029 0.08 -0.05 0.02 0.09
H -1.027826 0.565582 -2.028619 -0.16 -0.04 0.11 0.09
H -1.444675 -1.056957 -1.453727 -0.07 0.17 0.02 0.09
H -0.519200 -0.465682 2.144714 -0.04 0.00 -0.19 0.06
H -2.129599 -0.356398 1.421143 0.17 -0.04 -0.04 0.09
H -1.051613 -1.694994 0.981402 0.02 0.15 -0.01 0.09
H 2.382560 0.686510 -1.792922 0.01 -0.10 0.12 0.10
H 2.224010 -1.923632 -0.061065 -0.13 0.15 -0.07 0.07
H 1.173955 -2.121818 -1.546444 0.13 0.08 0.08 0.08
H 1.813833 -0.098235 2.080679 0.15 0.04 0.11 0.08
H 2.043762 0.242179 1.459519 0.02 -0.05 0.25 0.06

21
Properties=species:S:1:pos:R:3:forces:R:3:lowdin_charge:R:1 method="wB97M-V/def2-TZVPD" largest_force_ev_per_a=2.57 total_charge=0 e_homo_ha=-0.351
C -1.393087 1.289575 0.665983 1.92 0.51 -0.50 -0.10
C -1.482420 -0.225673 0.614735 2.21 -0.95 -0.69 -0.30
C -2.476804 -0.841833 -0.376196 0.22 -0.01 0.01 -0.13
C 0.178610 -0.991214 0.067097 -1.97 0.95 0.65 -0.04
C 1.281582 0.021407 -0.077639 -0.93 1.73 0.48 -0.34
C 2.732765 0.085232 0.322064 -0.02 0.01 0.14 -0.12
C 2.330316 0.311373 -1.120006 -0.06 0.02 -0.12 -0.13
H -0.284421 1.584966 0.422807 -2.53 0.02 0.44 0.06
H -1.980891 1.815952 -0.097239 -0.10 -0.24 0.32 0.08
H -1.513779 1.745090 1.654705 -0.45 -0.27 -0.17 0.07
H -1.606473 -0.650096 1.619417 0.03 0.11 -0.32 0.10
H -3.548441 -0.763269 -0.134693 0.38 0.23 0.25 0.07
H -2.335922 -0.394378 -1.367820 0.00 -0.09 0.11 0.08
H -2.248906 -1.910064 -0.456925 -0.16 0.09 -0.09 0.07
H 0.344919 -1.733786 0.855063 0.07 0.07 -0.35 0.09
H -0.115642 -1.454046 -0.879804 0.22 -0.04 0.25 0.08
H 0.808604 1.036808 0.171884 1.49 -1.70 -0.40 0.09
H 3.010521 0.953678 0.916606 0.10 -0.21 -0.13 0.09
H 3.322617 -0.802255 0.549038 -0.36 0.04 -0.11 0.10
H 2.652899 -0.414483 -1.864452 -0.21 -0.05 0.27 0.10
H 2.323957 1.337009 -1.484631 0.16 -0.24 -0.04 0.09